# 1
{
  "formula": "C2H9NOS2",
  "method": "ωB97M-V with the def2-TZVPD basis set",
  "elements": ["C", "S", "S", "H", "H", "H", "H", "N", "C", "O", "H", "H", "H", "H", "H"],
  "positions_angstrom": [[-0.63917, -1.58588, 3.46118], [-1.63197, -0.83574, 2.19095], [-1.51025, -2.22191, 0.64389], [-1.20888, -2.39275, 3.93029], [0.35454, -1.84542, 3.15753], [-0.50883, -0.83673, 4.21933], [-1.86323, -1.23178, -0.18517], [1.82690, 1.21192, -2.89982], [0.51330, 1.13831, -2.34306], [0.52365, 1.87766, -1.09604], [1.98114, 2.15264, -3.26518], [2.47176, 1.15072, -2.11070], [0.30574, 0.10534, -2.04345], [-0.28245, 1.45648, -3.01953], [-0.33226, 1.85712, -0.64022]],
  "orbital_gap_ev": 8.760,
  "smiles": "CSS.NCO",
  "fmax_ha_per_bohr": 0.02984,
  "charge": 0,
  "e_tot_ev": -27427.3163,
  "mol_weight_g_mol": 127.2,
  "lumo_ev": 0.47,
  "homo_energy_ev": -8.290
}



# 2
{
  "formula": "C4H8NS",
  "method": "ωB97M-V with the def2-TZVPD basis set",
  "elements": ["C", "C", "S", "C", "C", "N", "H", "H", "H", "H", "H", "H", "H", "H"],
  "positions_angstrom": [[2.53475, -0.27111, -0.55716], [1.81659, 0.90454, 0.05222], [0.34600, 1.06349, -1.05198], [-0.79555, 0.25839, -0.27948], [-2.16287, 0.37723, 0.42871], [-3.10288, -0.64261, 0.57360], [1.64635, -1.03276, -0.74718], [3.00001, -0.04235, -1.59797], [3.28944, -0.56471, 0.21738], [2.31023, 1.95466, -0.04884], [1.44056, 0.80743, 1.12892], [-3.43418, -0.59256, 1.54128], [-2.90380, -1.73124, 0.27989], [-3.98465, -0.48841, 0.06061]],
  "orbital_gap_ev": [8.314, 8.313],
  "smiles": "CCSC#C[NH3+]",
  "fmax_ha_per_bohr": 0.19816,
  "charge": 1,
  "e_tot_ev": -16590.2691,
  "mol_weight_g_mol": 102.2,
  "lumo_ev": [-5.09, -5.09],
  "homo_energy_ev": [-13.400, -13.400]
}



# 3
{
  "formula": "C15H9F9N3O4S3",
  "method": "ωB97M-V with the def2-TZVPD basis set",
  "elements": ["N", "C", "C", "C", "C", "C", "C", "S", "C", "C", "C", "C", "C", "C", "N", "C", "F", "F", "C", "F", "F", "C", "F", "F", "F", "H", "H", "H", "H", "H", "H", "H", "H", "H", "N", "S", "O", "O", "F", "S", "O", "O", "F"],
  "positions_angstrom": [[3.13772, -2.68425, 5.01906], [2.60234, -2.77033, 3.58369], [2.79448, -4.24497, 2.84194], [2.24583, -4.41636, 1.29280], [1.49335, -3.15706, 0.56067], [1.27767, -1.67685, 1.30625], [1.87486, -1.50575, 2.83279], [1.66603, 0.21428, 3.63737], [1.75930, 1.37478, 2.12227], [2.42679, 2.90400, 2.20335], [2.39731, 3.83100, 0.81304], [1.73868, 3.29212, -0.60984], [1.14483, 1.76148, -0.62498], [1.13833, 0.77319, 0.72407], [0.54996, -0.60591, 0.52327], [-0.91142, -0.68075, 0.93205], [-1.26823, 0.48261, 1.80621], [-1.16830, -1.91489, 1.76157], [-1.94603, -0.82621, -0.36784], [-2.31228, -2.26181, -0.63519], [-1.31736, -0.30340, -1.63395], [-3.40397, -0.06168, -0.07668], [-4.40523, -0.54297, -1.10064], [-3.23251, 1.41590, -0.17419], [-3.99395, -0.46883, 1.25065], [2.44291, -2.13638, 5.61029], [3.04148, -3.67109, 5.40585], [3.31462, -5.15534, 3.36436], [2.36319, -5.42416, 0.66921], [1.10277, -3.32773, -0.55294], [2.88259, 3.34571, 3.20593], [2.84829, 4.93530, 0.77201], [1.68114, 3.94428, -1.58293], [0.66825, 1.35593, -1.63240], [-2.48166, 1.33295, -4.21387], [-3.90695, 1.61709, -4.80888], [-4.07661, 1.46429, -6.24996], [-4.71031, 2.65772, -4.17712], [-4.67611, 0.31046, -4.28958], [-1.45371, 2.45077, -4.62078], [-0.05871, 2.08651, -4.37581], [-1.77414, 3.83545, -4.29547], [-1.49524, 2.45087, -6.21567]],
  "orbital_gap_ev": 7.725,
  "fmax_ha_per_bohr": 0.10876,
  "charge": -1,
  "e_tot_ev": -85306.5768,
  "mol_weight_g_mol": 562.4,
  "lumo_ev": 1.25,
  "homo_energy_ev": -6.477
}



# 4
{
  "formula": "C32H33CaF6N4O6P2S6",
  "method": "ωB97M-V with the def2-TZVPD basis set",
  "elements": ["Ca", "C", "S", "C", "S", "N", "N", "C", "C", "C", "C", "C", "C", "N", "H", "H", "H", "H", "H", "H", "H", "H", "C", "C", "O", "P", "S", "S", "O", "C", "C", "H", "H", "H", "H", "H", "H", "H", "H", "H", "H", "F", "C", "F", "F", "S", "O", "O", "N", "S", "O", "O", "C", "F", "F", "F", "C", "C", "C", "C", "C", "C", "P", "C", "C", "C", "C", "C", "C", "C", "C", "C", "C", "C", "C", "H", "H", "H", "H", "H", "H", "H", "H", "H", "H", "H", "H", "H", "H", "H"],
  "positions_angstrom": [[-0.03805, -0.40780, 0.83834], [-4.32735, 2.67791, -1.57922], [-2.64502, 2.93448, -2.17380], [-1.62661, 1.87634, -1.12100], [-2.24197, 1.19666, 0.34648], [-0.44722, 1.84305, -1.62102], [0.55391, 1.10300, -0.98393], [1.73868, 1.58993, -1.34173], [3.02901, 1.03073, -1.22767], [4.12689, 1.91738, -1.45563], [5.40741, 1.45224, -1.47335], [5.64040, 0.07217, -1.32207], [4.52314, -0.72616, -1.12110], [3.27090, -0.31301, -0.97560], [-4.86910, 3.61540, -1.71130], [-4.29092, 2.41877, -0.52155], [-4.83031, 1.88425, -2.12974], [1.71845, 2.57356, -1.80916], [3.91232, 2.96849, -1.60358], [6.23799, 2.13115, -1.63460], [6.61647, -0.37992, -1.41875], [3.91145, -2.49792, -1.35325], [-0.67042, 3.18873, 6.74781], [-0.77884, 3.21447, 5.23584], [-1.26967, 1.96176, 4.75828], [-0.27490, 0.94150, 4.00517], [-1.35477, -0.62207, 3.45853], [0.82980, 1.83453, 2.63992], [0.63917, 0.55279, 5.29547], [1.76606, -0.30396, 5.09236], [2.75584, -0.05533, 6.20839], [-0.30816, 4.15322, 7.11340], [0.02331, 2.40791, 7.05764], [-1.64345, 2.98760, 7.19863], [0.18414, 3.43895, 4.77195], [-1.49196, 3.97238, 4.90520], [2.21422, -0.09664, 4.11927], [1.41878, -1.34074, 5.08962], [3.11794, 0.97309, 6.16986], [3.60778, -0.72984, 6.10355], [2.29225, -0.22498, 7.18230], [4.09568, -4.36150, 2.41444], [3.21209, -3.42347, 2.77814], [3.72048, -2.77575, 3.84465], [2.09046, -4.02264, 3.16270], [2.95600, -2.16862, 1.41332], [1.85942, -1.35349, 2.00182], [4.73961, -2.07433, -1.07512], [2.37470, -3.33072, 0.43906], [1.45721, -3.22686, -0.79011], [0.26953, -2.40298, -0.59072], [2.11070, -3.14461, -2.06924], [0.81326, -4.95577, -0.76622], [0.05326, -5.18401, 0.30619], [1.82437, -5.83050, -0.75664], [0.07700, -5.18746, -1.85444], [-6.96812, -0.38577, -2.24622], [-6.21760, -1.03598, -3.21294], [-4.97108, -1.56450, -2.89399], [-4.45668, -1.43631, -1.60790], [-5.20560, -0.74665, -0.65016], [-6.45661, -0.24305, -0.96136], [-2.81978, -2.07425, -1.07164], [-3.39553, -3.32382, 0.15789], [-2.50035, -3.67016, 1.16809], [-2.84781, -4.58833, 2.14810], [-4.10573, -5.17145, 2.13525], [-5.01208, -4.83076, 1.13943], [-4.66050, -3.91228, 0.16102], [-2.36696, -3.13440, -2.50122], [-2.89957, -4.39410, -2.76565], [-2.48516, -5.11291, -3.87660], [-1.53094, -4.57935, -4.73415], [-0.98822, -3.33017, -4.47431], [-1.40087, -2.61297, -3.35955], [-7.93970, 0.02442, -2.49500], [-6.60058, -1.13792, -4.22155], [-4.39965, -2.08292, -3.65368], [-4.78898, -0.59461, 0.33862], [-7.02290, 0.28827, -0.20616], [-1.51713, -3.21653, 1.18972], [-2.13736, -4.83039, 2.92827], [-4.38514, -5.87991, 2.90585], [-6.00039, -5.27562, 1.12883], [-5.38105, -3.64045, -0.60134], [-3.63375, -4.81976, -2.09218], [-2.89766, -6.09663, -4.06844], [-1.19702, -5.14821, -5.59382], [-0.22303, -2.92108, -5.12146], [-0.95208, -1.65169, -3.13371]],
  "orbital_gap_ev": [3.977, 5.914],
  "fmax_ha_per_bohr": 0.01120,
  "charge": -2,
  "e_tot_ev": -170305.4114,
  "mol_weight_g_mol": 978.1,
  "spin_multiplicity": 2,
  "lumo_ev": [4.08, 4.08],
  "homo_energy_ev": [0.100, -1.837]
}



# 5
{
  "formula": "C22H29NO5S",
  "method": "ωB97M-V with the def2-TZVPD basis set",
  "elements": ["C", "C", "O", "C", "C", "C", "C", "C", "C", "N", "C", "O", "C", "C", "S", "O", "O", "C", "C", "C", "C", "C", "C", "C", "C", "C", "O", "C", "C", "H", "H", "H", "H", "H", "H", "H", "H", "H", "H", "H", "H", "H", "H", "H", "H", "H", "H", "H", "H", "H", "H", "H", "H", "H", "H", "H", "H", "H"],
  "positions_angstrom": [[0.39753, -1.65578, -2.92150], [-0.26376, -2.62090, -1.94464], [-1.66566, -2.40643, -1.84600], [-2.04232, -1.25414, -1.18726], [-2.74595, -0.28705, -1.89384], [-3.15437, 0.88396, -1.28908], [-2.84972, 1.13284, 0.04305], [-3.21322, 2.43979, 0.69114], [-2.37791, 3.59249, 0.10766], [-0.96878, 3.27953, 0.12246], [-0.13687, 3.72189, 1.07568], [-0.45007, 4.49940, 1.95466], [1.29177, 3.16918, 0.96918], [1.91055, 3.27670, -0.41399], [1.71377, 1.74722, -1.39755], [2.47862, 1.90878, -2.60399], [0.30214, 1.45827, -1.55011], [2.44097, 0.44671, -0.40944], [1.62998, -0.32867, 0.39558], [2.19595, -1.33057, 1.16354], [3.56774, -1.55804, 1.13155], [4.17860, -2.65704, 1.94317], [4.36468, -0.76385, 0.30986], [3.80640, 0.23930, -0.46095], [-2.17521, 0.15683, 0.75859], [-1.79173, -1.04397, 0.17411], [-1.12675, -1.96002, 0.97018], [-1.75322, -3.23001, 1.09088], [-3.05177, -3.15321, 1.88604], [-0.03921, -1.76607, -3.91101], [1.46302, -1.86315, -2.97873], [0.25823, -0.62809, -2.59290], [0.21219, -2.53766, -0.96003], [-0.16946, -3.65179, -2.29846], [-2.95314, -0.47319, -2.93611], [-3.69910, 1.61859, -1.86292], [-3.02972, 2.38216, 1.76470], [-4.27005, 2.66264, 0.53175], [-2.52516, 4.49568, 0.70436], [-2.67448, 3.78409, -0.92656], [-0.66038, 2.55955, -0.52590], [1.89122, 3.72395, 1.69425], [1.27570, 2.12208, 1.28427], [1.47314, 4.07442, -1.00999], [2.98766, 3.41883, -0.36912], [0.56567, -0.15813, 0.39899], [1.55718, -1.93850, 1.78592], [4.27813, -3.55436, 1.33201], [3.55584, -2.89984, 2.80007], [5.17057, -2.37826, 2.29056], [5.43002, -0.93780, 0.27377], [4.40646, 0.85083, -1.11623], [-1.93964, 0.30752, 1.80257], [-1.94670, -3.66365, 0.10398], [-1.01936, -3.84943, 1.61406], [-3.77627, -2.53395, 1.36081], [-3.46484, -4.15032, 2.01049], [-2.86891, -2.71933, 2.86646]],
  "orbital_gap_ev": 9.060,
  "smiles": "CCOc1ccc(CCNC(=O)CCS(=O)(=O)c2ccc(C)cc2)cc1OCC",
  "fmax_ha_per_bohr": 0.01754,
  "charge": 0,
  "e_tot_ev": -45847.6604,
  "mol_weight_g_mol": 419.5,
  "lumo_ev": 0.47,
  "homo_energy_ev": -8.588
}



# 6
{
  "formula": "C5H8O2",
  "method": "ωB97M-V with the def2-TZVPD basis set",
  "elements": ["C", "C", "C", "O", "C", "C", "O", "H", "H", "H", "H", "H", "H", "H", "H"],
  "positions_angstrom": [[1.82670, -0.62011, 0.47718], [0.48509, 0.01938, 0.35851], [0.03948, 1.23907, -0.18433], [-1.58294, 0.62094, -1.63802], [-1.43193, 0.78685, -0.33892], [-0.91982, -0.60638, 0.32656], [-0.87812, -1.50974, -0.71183], [2.64733, 0.06711, 0.25592], [1.83077, -1.42671, -0.26572], [1.97994, -1.08328, 1.45666], [0.28353, 1.16103, 1.06643], [0.60803, 2.03320, -0.66993], [-2.20536, 1.35161, 0.21220], [-1.34052, -1.02609, 1.24759], [-1.19284, -0.89132, -1.47281]],
  "orbital_gap_ev": 8.472,
  "fmax_ha_per_bohr": 0.00761,
  "charge": 0,
  "e_tot_ev": -9404.9208,
  "mol_weight_g_mol": 100.1,
  "lumo_ev": 0.02,
  "homo_energy_ev": -8.454
}